1.
Here is C29H32BF3N2O4S2 in the gas phase in a non-equilibrium geometry from the Open Molecules 2025 dataset. Energies are from wB97M-V/def2-TZVPD.

Summary:
* SMILES: C#CCCCc1c(CCCSC(=S)N2CCOCC2)c2c(c(CCC(F)=C(F)F)c1B(C)O)C(=O)N(CC#C)C2=O
* gap between HOMO and LUMO: 7.546 eV
* strongest force on any atom: 3.53 eV/Å
* net charge: 0
* DFT total energy: -72250.856 eV

Structure (XYZ):
```
73
Properties=species:S:1:pos:R:3:mulliken_charge:R:1
C 1.800 -5.616 1.705 -0.23
C 1.187 -5.264 0.701 -0.16
C 0.425 -4.891 -0.609 -0.77
C 0.033 -3.321 -0.712 -0.34
C 1.139 -2.636 -1.638 -1.17
C 1.622 -1.206 -1.177 0.19
C 1.461 -0.020 -2.132 0.10
C 0.797 -0.121 -3.562 -1.27
C -0.685 0.496 -3.547 -0.47
C -1.557 0.034 -2.295 -0.17
S -3.240 -0.630 -2.811 -0.17
C -4.516 0.142 -1.689 -0.05
S -5.238 1.530 -2.273 -0.11
N -4.852 -0.477 -0.407 -0.08
C -4.387 0.342 0.744 -0.34
C -5.003 -0.228 2.124 -0.42
O -5.643 -1.521 1.932 -0.41
C -6.779 -1.343 1.076 -0.46
C -6.344 -0.545 -0.249 -0.54
C 1.961 1.352 -1.725 0.25
C 2.606 1.610 -0.387 -0.02
C 2.777 0.476 0.569 0.24
C 3.469 0.731 1.986 -1.40
C 2.405 0.807 3.188 -0.24
C 1.432 2.034 3.045 0.29
F 0.676 2.288 1.875 -0.24
C 1.265 2.945 4.076 0.14
F 2.297 3.150 4.978 -0.21
F 0.088 3.680 4.180 -0.22
C 2.290 -0.918 0.171 1.13
B 2.566 -2.090 1.268 0.80
C 4.035 -2.777 1.303 -0.80
O 1.578 -2.540 2.188 -0.64
C 2.979 3.138 -0.287 -0.16
O 3.500 3.677 0.669 -0.52
N 2.600 3.639 -1.585 0.12
C 1.915 4.957 -1.665 -0.42
C 2.779 6.142 -1.057 -0.58
C 3.431 6.778 -0.235 -0.06
C 1.957 2.709 -2.519 0.09
O 1.551 2.929 -3.646 -0.56
H 2.394 -6.188 2.472 0.36
H -0.473 -5.572 -0.682 0.37
H 1.118 -5.175 -1.471 0.33
H -0.993 -3.313 -1.216 0.40
H -0.073 -2.842 0.310 0.34
H 2.083 -3.275 -1.743 0.60
H 0.698 -2.596 -2.689 -0.05
H 1.401 0.575 -4.238 0.40
H 0.856 -1.141 -4.039 0.49
H -0.558 1.626 -3.447 0.11
H -1.265 0.289 -4.498 0.61
H -1.789 0.948 -1.653 0.29
H -1.084 -0.770 -1.660 -0.14
H -3.260 0.362 0.867 0.19
H -4.821 1.384 0.608 0.38
H -4.223 -0.357 2.933 0.28
H -5.790 0.491 2.548 0.25
H -7.306 -2.301 0.797 0.29
H -7.545 -0.685 1.621 0.28
H -6.824 -0.939 -1.193 0.41
H -6.696 0.533 -0.088 0.34
H 4.293 -0.033 2.192 0.24
H 4.005 1.740 2.003 0.43
H 1.800 -0.136 3.317 0.15
H 3.019 0.987 4.130 0.39
H 4.464 -2.876 0.263 0.26
H 3.922 -3.769 1.839 0.22
H 4.683 -2.109 1.956 0.28
H 0.995 -1.807 2.467 0.30
H 0.906 4.934 -1.127 0.34
H 1.687 5.267 -2.732 0.36
H 4.002 7.305 0.580 0.34
```



2.
Here is C4H13P3 in the gas phase in a non-equilibrium geometry from the Open Molecules 2025 dataset. Energies are from wB97M-V/def2-TZVPD.

Summary:
* SMILES: CC[P@@](C)(P)=PC
* gap between HOMO and LUMO: 7.589 eV
* strongest force on any atom: 2.44 eV/Å
* energy above the lowest of the compared OMol25 structures with the same formula, charge and spin: 59.9 kJ/mol
* net charge: 0
* DFT total energy: -32223.890 eV

Structure (XYZ):
```
20
Properties=species:S:1:pos:R:3:mulliken_charge:R:1
C -1.947 0.921 0.887 -1.05
C -1.171 0.971 -0.400 -0.74
P 0.249 -0.511 -0.454 0.34
C -0.765 -1.973 -0.858 -1.21
P 1.305 0.004 -2.335 -0.16
P 1.204 -0.981 1.336 -0.02
C 2.020 0.680 1.617 -1.03
H -2.562 0.026 0.936 0.26
H -1.274 0.923 1.739 0.29
H -2.604 1.791 0.958 0.35
H -0.610 1.898 -0.522 0.41
H -1.786 0.802 -1.281 0.43
H -0.190 -2.864 -0.604 0.39
H -1.667 -1.950 -0.248 0.33
H -1.030 -1.980 -1.914 0.38
H 2.377 0.515 -1.600 0.04
H 1.867 -1.277 -2.345 0.09
H 2.794 0.877 0.873 0.27
H 1.298 1.495 1.619 0.28
H 2.492 0.631 2.598 0.34
```



3.
Here is C3H6N4O in the gas phase in a non-equilibrium geometry from the Open Molecules 2025 dataset. Energies are from wB97M-V/def2-TZVPD.

Summary:
* SMILES: [H]/N=C(\N)N/N=C\C=O
* gap between HOMO and LUMO: 9.499 eV
* strongest force on any atom: 6.07 eV/Å
* energy above the lowest of the compared OMol25 structures with the same formula, charge and spin: 326.1 kJ/mol
* net charge: 0
* DFT total energy: -11213.397 eV

Structure (XYZ):
```
14
Properties=species:S:1:pos:R:3:mulliken_charge:R:1
H -1.190 -2.128 -0.439 0.17
N -0.543 -1.280 -0.402 -0.64
C -1.348 -0.344 -0.012 0.48
N -2.668 -0.371 0.130 -0.45
N -0.906 0.963 0.381 -0.04
N 0.162 1.578 -0.207 -0.57
C 1.267 0.849 -0.317 0.01
C 1.734 -0.476 0.421 0.04
O 2.935 -0.672 0.019 -0.52
H -3.177 0.458 -0.187 0.23
H -3.048 -1.292 -0.213 0.24
H -1.684 1.591 0.356 0.31
H 2.147 1.394 -0.758 0.37
H 1.241 -1.060 1.217 0.37
```



4.
Here is 8 unconnected molecules or ions with the total composition H16O8 in a non-equilibrium geometry from the Open Molecules 2025 dataset. Energies are from wB97M-V/def2-TZVPD.

Summary:
* SMILES: O.O.O.O.O.O.O.O
* gap between HOMO and LUMO: 8.831 eV
* strongest force on any atom: 3.94 eV/Å
* energy above the lowest of the compared OMol25 structures with the same formula, charge and spin: 305.4 kJ/mol
* net charge: 0
* DFT total energy: -16638.845 eV

Structure (XYZ):
```
24
Properties=species:S:1:pos:R:3:mulliken_charge:R:1
O -21.139 3.569 33.063 -0.69
H -20.709 3.276 32.256 0.33
H -21.340 4.537 32.959 0.45
O -22.646 4.532 30.043 -0.58
H -23.128 4.638 29.213 0.31
H -22.411 5.413 30.300 0.29
O -19.295 5.838 30.225 -0.66
H -18.790 6.598 30.566 0.29
H -18.741 5.132 30.583 0.35
O -22.921 8.967 31.455 -0.58
H -22.025 8.812 31.679 0.32
H -22.950 8.501 30.626 0.30
O -18.221 8.068 34.370 -0.65
H -17.607 8.767 34.044 0.29
H -19.058 8.296 33.972 0.42
O -20.327 8.430 32.836 -0.87
H -20.013 9.270 32.512 0.38
H -19.934 7.824 32.246 0.30
O -21.404 6.056 32.342 -0.68
H -21.200 6.911 32.656 0.42
H -20.907 5.829 31.622 0.24
O -20.679 2.602 30.664 -0.66
H -21.123 3.261 30.127 0.37
H -21.163 1.781 30.670 0.30
```



5.
Here is 3 unconnected molecules or ions with the total composition C3H12N2O2 in a non-equilibrium geometry from the Open Molecules 2025 dataset. Energies are from wB97M-V/def2-TZVPD.

Summary:
* gap between HOMO and LUMO (spin up / spin down): 1.382 / 8.914 eV
* strongest force on any atom: 2.64 eV/Å
* multiplicity: 2
* energy above the lowest of the compared OMol25 structures with the same formula, charge and spin: 169.8 kJ/mol
* net charge: -1
* <S²>: 0.751
* DFT total energy: -10378.096 eV

Structure (XYZ):
```
19
Properties=species:S:1:pos:R:3:lowdin_spin:R:1
C -2.801 0.791 -0.192 0.03
C -1.287 1.210 -0.305 0.00
N -0.099 -2.196 -0.530 0.03
C -0.131 -0.790 -0.759 0.02
N -0.585 -0.050 0.167 0.02
H -2.858 -0.269 -0.459 0.01
H -2.983 0.695 0.871 0.02
H -3.447 1.429 -0.790 0.00
H -0.883 1.551 -1.246 0.00
H -1.253 1.969 0.490 0.00
H 0.849 -2.452 -0.274 0.03
H -0.745 -2.278 0.256 0.04
H 0.356 -0.473 -1.689 0.00
H 4.630 3.116 -1.218 0.01
H 4.841 3.826 -2.659 0.01
O 4.873 3.007 -2.146 0.04
H -1.306 -1.860 4.041 0.13
H -0.185 -2.853 3.728 0.13
O -0.813 -2.245 3.291 0.48
```



6.
Here is C4H8OS2 in the gas phase in a non-equilibrium geometry from the Open Molecules 2025 dataset. Energies are from wB97M-V/def2-TZVPD.

Summary:
* SMILES: CSSCCC=O
* gap between HOMO and LUMO: 8.067 eV
* strongest force on any atom: 3.78 eV/Å
* energy above the lowest of the compared OMol25 structures with the same formula, charge and spin: 195.2 kJ/mol
* net charge: 0
* DFT total energy: -27993.677 eV

Structure (XYZ):
```
15
Properties=species:S:1:pos:R:3:mulliken_charge:R:1
C -2.677 0.400 0.358 -0.58
S -1.892 -1.054 -0.155 -0.14
S -0.102 -0.714 1.574 -0.13
C 0.923 0.569 0.701 -0.86
C 1.277 0.148 -0.752 -0.17
C 1.994 -1.144 -0.950 -0.01
O 2.855 -1.332 -1.786 -0.49
H -3.059 0.247 1.351 0.28
H -1.882 1.127 0.507 0.12
H -3.425 0.641 -0.381 0.32
H 1.744 0.487 1.424 0.38
H 0.196 1.364 0.761 0.34
H 0.347 0.164 -1.352 0.24
H 1.843 1.025 -1.103 0.34
H 1.857 -1.928 -0.196 0.34
```



7.
Here is a molecular structure, C30H30Br2IrN3O2 in a non-equilibrium geometry from the Open Molecules 2025 dataset. Energies are from wB97M-V/def2-TZVPD.

Summary:
* gap between HOMO and LUMO (spin up / spin down): 6.087 / 5.212 eV
* strongest force on any atom: 3.92 eV/Å
* multiplicity: 6
* energy above the lowest of the compared OMol25 structures with the same formula, charge and spin: 175.2 kJ/mol
* net charge: +1
* <S²>: 8.838
* DFT total energy: -183073.185 eV

Structure (XYZ):
```
68
Properties=species:S:1:pos:R:3:lowdin_spin:R:1
Ir -0.112 -0.072 -0.145 1.63
C 2.590 0.837 -2.537 0.03
C 3.137 1.397 -1.286 0.23
C 4.448 1.863 -1.290 -0.01
C 5.075 2.204 -0.052 0.31
C 4.310 2.298 1.156 -0.02
C 2.968 1.881 1.161 0.23
C 2.156 2.038 2.436 0.03
C 2.274 1.224 0.008 0.09
N 0.793 1.596 -0.078 0.27
C 0.131 2.607 -0.619 0.29
C 0.771 3.821 -1.244 0.05
C -1.346 2.506 -0.515 0.18
C -2.268 3.769 -0.628 0.02
N -1.778 1.269 -0.339 0.24
C -3.115 0.875 -0.112 0.02
C -3.830 0.175 -1.070 0.01
C -3.255 0.077 -2.442 0.01
C -5.052 -0.349 -0.675 0.00
C -5.600 -0.270 0.609 0.00
C -4.891 0.456 1.536 0.00
C -3.654 1.097 1.178 0.01
C -2.831 1.830 2.250 0.00
H 3.418 0.446 -3.121 0.00
H 2.114 1.701 -3.147 0.02
H 1.817 0.068 -2.376 0.00
H 5.080 1.980 -2.188 0.00
H 6.183 2.336 0.025 0.02
H 4.750 2.710 2.068 -0.01
H 1.239 1.445 2.499 0.00
H 1.926 3.096 2.628 0.01
H 2.842 1.586 3.173 0.01
H 0.395 3.976 -2.246 0.01
H 1.846 3.589 -1.257 0.00
H 0.702 4.737 -0.620 0.01
H -2.943 3.795 0.240 0.00
H -2.828 3.748 -1.540 0.01
H -1.703 4.703 -0.581 0.00
H -3.938 0.046 -3.306 0.00
H -2.591 -0.799 -2.616 0.00
H -2.582 0.948 -2.555 0.00
H -5.549 -0.968 -1.378 0.00
H -6.465 -0.965 0.841 0.00
H -5.126 0.488 2.621 0.00
H -3.406 2.585 2.763 0.00
H -1.853 2.215 1.967 0.00
H -2.542 1.038 2.969 0.00
C 3.442 -2.365 2.034 0.00
C 2.347 -3.173 1.369 0.03
C 2.757 -4.345 0.637 -0.01
C 1.866 -5.169 0.102 0.03
C 0.559 -4.636 -0.071 0.00
C -0.425 -5.458 -0.643 0.20
Br -0.200 -7.286 -1.010 0.08
C -1.674 -4.998 -0.929 0.02
C -1.902 -3.722 -0.682 0.15
Br -3.646 -3.071 -0.960 0.04
C -1.004 -2.744 -0.081 0.18
O -1.431 -1.549 0.098 0.25
C 0.335 -3.289 0.382 0.06
N 1.119 -2.668 1.220 0.04
H 3.569 -1.430 1.430 0.00
H 4.349 -2.965 2.367 0.00
H 2.963 -2.084 2.940 0.00
H 3.783 -4.628 0.657 0.00
H 2.006 -6.229 -0.153 0.00
H -2.438 -5.693 -1.196 0.00
O 1.919 -0.131 0.324 0.22
```



8.
Here is a molecular structure, C22H32BrGaNS from the Open Molecules 2025 dataset. Energies are from wB97M-V/def2-TZVPD.

Summary:
* gap between HOMO and LUMO: 7.961 eV
* strongest force on any atom: 0.58 eV/Å
* net charge: -1
* DFT total energy: -158079.838 eV

Structure (XYZ):
```
58
Properties=species:S:1:pos:R:3:mulliken_charge:R:1
C -1.193 0.674 -1.982 -1.29
C -0.175 -0.254 -1.320 -0.11
C -0.331 -0.388 0.211 -0.23
Ga 1.433 -0.097 1.135 -0.66
C 2.594 1.422 0.500 -0.50
C 2.127 2.842 0.838 -0.64
C 0.737 3.196 0.303 -0.54
N 2.460 -1.809 0.681 -0.43
C 3.594 -1.774 0.359 0.34
S 5.134 -1.749 -0.124 -0.48
C 1.350 -0.214 3.166 -0.30
Br 0.412 1.353 3.928 -0.30
C 0.699 -1.485 3.688 -0.22
C 0.882 -1.765 5.184 -1.29
H -1.300 1.622 -1.445 0.29
H -0.897 0.912 -3.011 0.31
H -2.182 0.208 -2.037 0.32
H -0.278 -1.242 -1.781 0.36
H 0.832 0.091 -1.587 -0.05
H -0.663 -1.400 0.462 0.60
H -1.094 0.307 0.579 0.08
H 3.578 1.262 0.960 0.38
H 2.772 1.334 -0.581 0.32
H 2.840 3.573 0.428 0.35
H 2.139 2.988 1.922 0.24
H 0.311 4.052 0.836 0.37
H 0.773 3.454 -0.760 0.27
H 0.045 2.359 0.425 -0.21
H 2.362 -0.134 3.577 0.58
H -0.372 -1.431 3.463 0.13
H 1.113 -2.312 3.100 0.36
H 0.085 -1.311 5.778 0.26
H 1.829 -1.348 5.543 0.32
H 0.887 -2.837 5.395 0.38
C 2.220 -0.304 -5.135 -0.51
C 1.558 0.910 -5.006 -0.32
C 0.900 1.463 -6.095 -0.43
C 0.903 0.803 -7.317 -0.35
C 1.564 -0.411 -7.447 -0.36
C 2.223 -0.963 -6.356 -0.39
H 2.728 -0.734 -4.281 0.44
H 1.551 1.418 -4.049 0.50
H 0.382 2.408 -5.991 0.36
H 0.387 1.233 -8.166 0.35
H 1.565 -0.928 -8.399 0.35
H 2.737 -1.910 -6.456 0.36
C -4.197 -1.750 4.264 -0.43
C -3.204 -0.836 3.940 -0.34
C -3.251 -0.159 2.730 -0.22
C -4.295 -0.392 1.845 -0.48
C -5.289 -1.306 2.169 -0.37
C -5.240 -1.986 3.378 -0.34
H -4.156 -2.282 5.207 0.36
H -2.388 -0.646 4.627 0.41
H -2.470 0.548 2.482 0.35
H -4.325 0.132 0.898 0.37
H -6.100 -1.491 1.476 0.35
H -6.012 -2.703 3.629 0.35
```



> Look up the strongest force on any atom of the seventh one.

3.92 eV/Å



> What is the net charge in the first record?

0



> Look up the net charge of the sixth one.

0



> What is the formula in the fourth record?

H16O8